DFT (ωB97M-V with the def2-TZVPD basis set) results for a single C6H15N3 molecule in a non-equilibrium geometry.

The relative energy (zero: lowest compared OMol25 entry of this formula, charge and spin) is 0.00 kcal/mol. The HOMO energy (spin up / spin down) comes out at -0.2192 / -0.3387 Eh. The spin multiplicity is 3. The calculated total energy is -10929.629 eV. The strongest force on any atom is 3.0 eV/A.

Cartesian coordinates (Å):
1 C -1.719 -1.402 -0.557
2 C -2.145 0.144 -0.475
3 C -2.502 0.486 1.003
4 C 2.048 1.573 -0.182
5 C 2.737 -0.796 0.050
6 C 1.578 0.161 0.261
7 N -0.317 -1.343 0.038
8 N -1.022 0.924 -0.834
9 N 0.483 -0.424 -0.572
10 H -2.312 -2.090 0.087
11 H -1.705 -1.800 -1.547
12 H -2.913 0.349 -1.214
13 H -3.181 1.325 1.061
14 H -1.651 0.892 1.558
15 H -3.043 -0.256 1.622
16 H 2.935 1.505 -0.965
17 H 1.195 2.176 -0.507
18 H 2.509 2.004 0.737
19 H 2.407 -1.897 -0.075
20 H 3.388 -0.795 0.925
21 H 3.241 -0.411 -0.887
22 H 1.143 0.039 1.267
23 H -0.218 -1.163 1.009
24 H -0.936 0.799 -1.803

***

DFT (ωB97M-V with the def2-TZVPD basis set) results for 3 unconnected molecules or ions with the total composition C4H17N2O2 in a non-equilibrium geometry.

The relative energy (zero: lowest compared OMol25 entry of this formula, charge and spin) is 16.66 kcal/mol. The HOMO energy comes out at -0.4894 Eh. As for the total charge: +1. The calculated total energy is -11493.168 eV. The strongest force on any atom is 1.4 eV/A.

Cartesian coordinates (Å):
1 C 2.407 -1.566 -0.098
2 C 0.982 -1.203 0.300
3 C 0.830 0.237 0.824
4 C -0.298 0.362 1.820
5 N -1.614 -0.001 1.166
6 N 0.051 -1.314 -0.808
7 H 2.689 -0.934 -0.942
8 H 3.189 -1.502 0.662
9 H 2.389 -2.616 -0.408
10 H 0.642 -1.816 1.135
11 H 1.714 0.492 1.395
12 H 0.791 0.989 0.037
13 H -0.406 1.393 2.145
14 H -0.161 -0.251 2.695
15 H -1.424 -0.590 0.336
16 H -2.162 -0.493 1.866
17 H -2.126 0.822 0.845
18 H 0.070 -0.481 -1.375
19 H 0.179 -2.125 -1.401
20 H -2.663 -0.384 -2.343
21 H -3.617 -0.986 -1.209
22 O -2.957 -0.324 -1.436
23 H 0.776 3.564 -1.834
24 H 1.144 3.928 -0.382
25 O 1.263 3.253 -1.062

***

DFT (ωB97M-V with the def2-TZVPD basis set) results for 6 unconnected molecules or ions with the total composition C12H18N6 in a non-equilibrium geometry.

The relative energy (zero: lowest compared OMol25 entry of this formula, charge and spin) is 13.43 kcal/mol. The HOMO energy comes out at -0.4072 Eh. The SMILES is CC#N.CC#N.CC#N.CC#N.CC#N.CC#N. The calculated total energy is -21674.274 eV. The strongest force on any atom is 1.9 eV/A.

Cartesian coordinates (Å):
1 C 3.408 -0.071 -1.940
2 C 3.849 -0.219 -3.332
3 N 4.239 -0.324 -4.408
4 H 3.750 -0.890 -1.317
5 H 2.343 0.135 -1.903
6 H 3.899 0.854 -1.626
7 C -0.752 -1.093 0.553
8 C -0.085 -1.483 -0.694
9 N 0.449 -1.725 -1.680
10 H -1.679 -1.620 0.750
11 H -0.909 -0.016 0.497
12 H -0.073 -1.217 1.396
13 C -1.513 2.650 4.792
14 C -1.516 1.457 3.959
15 N -1.517 0.503 3.321
16 H -1.072 2.426 5.760
17 H -2.557 2.923 4.955
18 H -0.995 3.448 4.266
19 C -4.103 0.235 0.082
20 C -3.389 0.117 -1.169
21 N -2.753 0.040 -2.122
22 H -4.676 1.164 0.098
23 H -3.412 0.142 0.917
24 H -4.892 -0.516 0.155
25 C -0.649 3.467 0.676
26 C 0.614 2.716 0.539
27 N 1.585 2.116 0.421
28 H -0.485 4.318 1.329
29 H -1.458 2.812 0.986
30 H -0.799 3.770 -0.363
31 C 2.390 -3.836 -2.491
32 C 2.782 -5.263 -2.434
33 N 3.143 -6.343 -2.370
34 H 1.575 -3.740 -3.206
35 H 3.258 -3.319 -2.894
36 H 1.998 -3.616 -1.505

***

DFT (ωB97M-V with the def2-TZVPD basis set) results for 2 unconnected molecules or ions with the total composition C7H16N2O in a non-equilibrium geometry.

The relative energy (zero: lowest compared OMol25 entry of this formula, charge and spin) is 68.43 kcal/mol. The HOMO energy comes out at -0.3290 Eh. The SMILES is C=C(C)[C@@](C)(N)CN.C=O. The calculated total energy is -12544.307 eV. The strongest force on any atom is 3.1 eV/A.

Cartesian coordinates (Å):
1 C 1.460 1.864 -1.096
2 C -0.463 -0.543 -2.034
3 C 0.487 -0.385 -0.884
4 C 1.761 -0.757 -0.996
5 O 1.826 2.190 0.024
6 H 1.174 1.013 1.363
7 H 0.442 2.087 -1.463
8 H 2.184 1.677 -1.906
9 H -0.878 0.419 -2.339
10 H 0.027 -1.008 -2.888
11 H -1.325 -1.154 -1.763
12 H 2.471 -0.656 -0.188
13 H 2.175 -1.081 -1.943
14 C -1.374 0.626 0.671
15 C -0.618 -1.767 0.999
16 C -0.179 -0.341 0.682
17 N -2.034 0.581 1.972
18 N 0.752 0.120 1.648
19 H -2.739 1.306 2.031
20 H -1.338 0.753 2.692
21 H 1.483 -0.556 1.836
22 H -1.002 1.630 0.415
23 H -2.102 0.319 -0.081
24 H -1.329 -2.126 0.259
25 H 0.240 -2.437 1.013
26 H -1.100 -1.776 1.974

***

DFT (ωB97M-V with the def2-TZVPD basis set) results for a molecular structure, C22H30N2SSi2W.

The relative energy (zero: lowest compared OMol25 entry of this formula, charge and spin) is 0.00 kcal/mol. The HOMO energy (spin up / spin down) comes out at -0.5376 / -0.5375 Eh. The spin multiplicity is 3. As for the total charge: +2. The calculated total energy is -54684.748 eV. The strongest force on any atom is 0.8 eV/A.

Cartesian coordinates (Å):
1 W 0.208 0.451 -0.052
2 C -1.548 -2.835 1.490
3 Si 0.209 -3.059 0.888
4 C 0.415 -4.724 0.082
5 C 1.421 -2.850 2.290
6 C 0.567 -1.691 -0.403
7 C 1.998 -1.394 -0.658
8 C 3.079 -2.197 -0.988
9 C 4.326 -1.606 -1.113
10 C 4.487 -0.232 -0.916
11 C 3.387 0.524 -0.596
12 N 2.181 -0.061 -0.471
13 Si -0.609 -1.430 -1.795
14 C -1.924 -0.243 -0.829
15 C -1.664 -2.740 -2.541
16 C 0.244 -0.346 -3.066
17 H -1.725 -3.550 2.298
18 H -2.299 -3.051 0.727
19 H -1.727 -1.838 1.898
20 H 0.129 -5.510 0.785
21 H 1.451 -4.915 -0.203
22 H -0.206 -4.838 -0.808
23 H 1.325 -3.696 2.974
24 H 1.236 -1.945 2.871
25 H 2.458 -2.834 1.949
26 H 2.940 -3.258 -1.139
27 H 5.186 -2.212 -1.367
28 H 5.456 0.234 -1.007
29 H 3.441 1.591 -0.422
30 H -2.506 -1.083 -0.437
31 H -2.509 0.253 -1.606
32 H -1.992 0.460 0.029
33 H -2.161 -3.340 -1.779
34 H -1.038 -3.404 -3.141
35 H -2.422 -2.309 -3.198
36 H 0.777 0.539 -2.698
37 H -0.454 -0.007 -3.833
38 H 1.000 -0.973 -3.549
39 C -0.755 2.854 -2.247
40 C -1.070 3.305 -0.857
41 C -1.737 4.519 -0.652
42 C -2.009 4.950 0.618
43 C -1.589 4.178 1.716
44 C -1.795 4.579 3.059
45 C -1.331 3.814 4.090
46 C -0.636 2.620 3.823
47 C -0.437 2.210 2.528
48 S 0.456 0.729 2.191
49 C -0.913 2.973 1.446
50 N -0.686 2.527 0.163
51 H -1.105 3.576 -2.980
52 H -1.229 1.898 -2.474
53 H 0.326 2.750 -2.371
54 H -2.031 5.104 -1.512
55 H -2.533 5.882 0.787
56 H -2.321 5.506 3.249
57 H -1.485 4.121 5.115
58 H -0.254 2.023 4.641

***

DFT (ωB97M-V with the def2-TZVPD basis set) results for a single C4H10N4 molecule in a non-equilibrium geometry.

The relative energy (zero: lowest compared OMol25 entry of this formula, charge and spin) is 109.33 kcal/mol. The HOMO energy comes out at -0.3081 Eh. The SMILES is N/N=C\CC/C=N/N. The calculated total energy is -10266.110 eV. The strongest force on any atom is 4.7 eV/A.

Cartesian coordinates (Å):
1 C -1.115 0.547 1.152
2 C -0.856 1.613 0.051
3 C 0.358 1.490 -0.923
4 C 0.367 0.451 -1.940
5 H 0.027 -2.051 2.683
6 H -1.875 -1.686 2.295
7 H -1.874 0.863 1.882
8 H -0.665 2.554 0.659
9 H -1.835 1.626 -0.568
10 H 1.424 1.494 -0.465
11 H 0.429 2.403 -1.531
12 H 0.260 0.674 -3.120
13 H 1.783 -2.347 -0.916
14 H 1.072 -1.179 0.192
15 N -0.807 -1.302 2.488
16 N -0.495 -0.516 1.429
17 N 0.959 -0.711 -1.863
18 N 1.590 -1.321 -0.789

***

Please write out number 6 again, unchanged.
DFT (ωB97M-V with the def2-TZVPD basis set) results for a single C4H10N4 molecule in a non-equilibrium geometry.

The relative energy (zero: lowest compared OMol25 entry of this formula, charge and spin) is 109.33 kcal/mol. The HOMO energy comes out at -0.3081 Eh. The SMILES is N/N=C\CC/C=N/N. The calculated total energy is -10266.110 eV. The strongest force on any atom is 4.7 eV/A.

Cartesian coordinates (Å):
1 C -1.115 0.547 1.152
2 C -0.856 1.613 0.051
3 C 0.358 1.490 -0.923
4 C 0.367 0.451 -1.940
5 H 0.027 -2.051 2.683
6 H -1.875 -1.686 2.295
7 H -1.874 0.863 1.882
8 H -0.665 2.554 0.659
9 H -1.835 1.626 -0.568
10 H 1.424 1.494 -0.465
11 H 0.429 2.403 -1.531
12 H 0.260 0.674 -3.120
13 H 1.783 -2.347 -0.916
14 H 1.072 -1.179 0.192
15 N -0.807 -1.302 2.488
16 N -0.495 -0.516 1.429
17 N 0.959 -0.711 -1.863
18 N 1.590 -1.321 -0.789

***

relative energy (zero: lowest compared OMol25 entry of this formula, charge and spin) of number 1 (C6H15N3)? 0.00 kcal/mol

***

The lowest strongest force on any atom belongs to which entry? C22H30N2SSi2W